No. 1
Below is C5H7NO in the gas phase, with properties calculated with ωB97M-V with the def2-TZVPD basis set.

CARTESIAN COORDINATES (ANGSTROEM)
C (0.93, -0.75, 1.19)
C (0.67, -1.76, 0.07)
N (0.25, -1.25, -1.25)
C (-0.07, -0.05, -1.24)
C (-0.47, 1.13, -0.90)
C (-1.52, 2.06, -0.64)
O (-0.16, 2.47, -0.96)
H (1.29, -1.33, 2.04)
H (0.03, -0.21, 1.51)
H (1.69, -0.01, 0.92)
H (-0.13, -2.45, 0.39)
H (1.57, -2.35, -0.10)
H (-2.25, 2.23, -1.42)
H (-1.83, 2.26, 0.39)

As for the energy relative to the best compared isomer or geometry (same formula, charge and spin): 375.31 kJ/mol. As for the SMILES: CCN=C=C1CO1. Its lowest unoccupied orbital energy is 0.93 eV. As for the HOMO energy: -8.5 eV. The multiplicity is 1. The value obtained for the calculated total energy is -8832.3130 eV. For the HOMO-LUMO gap, the calculation gives 9.43 eV.

Charge distribution, natural (NBO) scheme, values in e:
1. C -0.639
2. C -0.238
3. N -0.372
4. C 0.271
5. C 0.076
6. C -0.097
7. O -0.439
8. H 0.220
9. H 0.211
10. H 0.215
11. H 0.204
12. H 0.202
13. H 0.194
14. H 0.192

No. 2
Below is C4H9NOS in the gas phase at a distorted geometry, with properties calculated with ωB97M-V with the def2-TZVPD basis set.

CARTESIAN COORDINATES (ANGSTROEM)
C (2.37, -0.44, 1.03)
S (1.07, -0.18, 0.00)
N (1.14, 1.44, -0.61)
O (0.94, -1.08, -1.12)
C (-0.87, -0.08, 0.57)
C (-1.70, 0.33, -0.56)
C (-1.87, -1.01, 0.04)
H (2.46, -1.41, 1.22)
H (2.44, 0.33, 1.66)
H (0.87, 1.35, -1.58)
H (2.02, 1.88, -0.49)
H (-1.05, 0.42, 1.50)
H (-1.20, 0.44, -1.44)
H (-2.40, 1.02, -0.61)
H (-2.77, -1.18, 0.81)
H (-1.47, -1.83, -0.42)

As for the energy relative to the best compared isomer or geometry (same formula, charge and spin): 584.52 kJ/mol. As for the SMILES: C=[S@@](N)(=O)C1CC1. Its lowest unoccupied orbital energy is 0.79 eV. As for the HOMO energy: -8.2 eV. The multiplicity is 1. The value obtained for the calculated total energy is -18661.4683 eV. For the HOMO-LUMO gap, the calculation gives 9.03 eV.

Charge distribution, natural (NBO) scheme, values in e:
1. C -0.996
2. S 1.874
3. N -1.038
4. O -0.956
5. C -0.377
6. C -0.426
7. C -0.409
8. H 0.228
9. H 0.209
10. H 0.398
11. H 0.398
12. H 0.220
13. H 0.209
14. H 0.213
15. H 0.220
16. H 0.235

No. 3
Below is 2 unconnected molecules or ions with the total composition C3H8Cl, with properties calculated with ωB97M-V with the def2-TZVPD basis set.

CARTESIAN COORDINATES (ANGSTROEM)
Cl (3.10, 1.23, -2.19)
H (-2.05, 0.28, -0.94)
C (-1.48, -0.30, -0.22)
C (-0.14, 0.38, -0.09)
C (0.79, -0.33, 0.87)
H (-2.00, -0.32, 0.73)
H (-1.38, -1.32, -0.60)
H (0.39, 0.45, -1.03)
H (-0.31, 1.39, 0.28)
H (1.72, 0.23, 0.84)
H (0.36, -0.36, 1.87)
H (0.99, -1.33, 0.49)

As for the energy relative to the best compared isomer or geometry (same formula, charge and spin): 8.33 kJ/mol. Its lowest unoccupied orbital energy (spin up / spin down) is 1.33 / -4.14 eV. As for the HOMO energy (spin up / spin down): -11.4 / -11.4 eV. The multiplicity is 2. The value obtained for the calculated total energy is -15761.3760 eV. For the HOMO-LUMO gap (spin up / spin down), the calculation gives 12.73 / 7.25 eV.

Charge distribution, natural (NBO) scheme, values in e:
1. Cl 0.002
2. H 0.206
3. C -0.603
4. C -0.389
5. C -0.600
6. H 0.200
7. H 0.199
8. H 0.195
9. H 0.189
10. H 0.206
11. H 0.200
12. H 0.197

No. 4
Below is C4H7NO in the gas phase, with properties calculated with ωB97M-V with the def2-TZVPD basis set.

CARTESIAN COORDINATES (ANGSTROEM)
C (-1.61, -0.45, 0.29)
C (-0.32, -0.63, -0.49)
C (0.02, 0.51, -1.43)
N (0.68, 0.32, -0.16)
C (1.66, 0.40, 0.64)
O (1.77, -0.52, 1.59)
H (-1.53, -0.84, 1.31)
H (-2.41, -1.02, -0.20)
H (-1.95, 0.60, 0.36)
H (1.19, -1.26, 1.29)
H (0.63, 0.33, -2.31)
H (-0.59, 1.42, -1.46)
H (2.45, 1.15, 0.59)

As for the energy relative to the best compared isomer or geometry (same formula, charge and spin): 434.58 kJ/mol. Its lowest unoccupied orbital energy is 0.86 eV. As for the HOMO energy: -7.2 eV. The multiplicity is 1. The value obtained for the calculated total energy is -7795.1403 eV. For the HOMO-LUMO gap, the calculation gives 8.07 eV.

Charge distribution, natural (NBO) scheme, values in e:
1. C -0.652
2. C -0.220
3. C -0.241
4. N -0.330
5. C 0.427
6. O -0.649
7. H 0.206
8. H 0.221
9. H 0.172
10. H 0.499
11. H 0.198
12. H 0.184
13. H 0.184

No. 5
Below is a molecular structure, C30H50N3O2PdSSb at a distorted geometry, with properties calculated with ωB97M-V with the def2-TZVPD basis set.

CARTESIAN COORDINATES (ANGSTROEM)
Pd (12.89, 11.36, 10.94)
C (19.61, 10.16, 5.59)
C (18.80, 10.42, 6.87)
C (19.38, 9.94, 8.07)
C (18.66, 10.17, 9.27)
C (17.41, 10.78, 9.25)
C (16.80, 11.19, 8.06)
C (17.51, 10.99, 6.86)
S (16.57, 11.00, 10.85)
O (17.09, 10.10, 11.85)
O (16.56, 12.41, 11.12)
N (15.01, 10.54, 10.56)
C (14.58, 9.26, 10.94)
C (15.41, 8.12, 10.91)
C (14.86, 6.94, 11.41)
C (13.59, 6.96, 12.04)
C (12.74, 8.07, 11.77)
N (13.25, 9.24, 11.21)
H (20.69, 10.15, 5.81)
H (19.36, 10.98, 4.86)
H (19.39, 9.23, 5.06)
H (20.34, 9.40, 8.04)
H (19.11, 9.86, 10.23)
H (15.84, 11.70, 8.16)
H (17.01, 11.24, 5.92)
H (16.39, 8.20, 10.59)
H (15.42, 6.00, 11.41)
H (13.15, 6.05, 12.51)
H (11.71, 8.07, 12.12)
N (9.30, 10.66, 5.24)
H (9.27, 11.62, 4.94)
H (8.48, 10.14, 4.89)
H (10.17, 10.25, 4.86)
C (14.99, 15.02, 12.89)
C (14.53, 15.42, 11.46)
C (15.71, 15.53, 10.44)
C (13.71, 16.74, 11.54)
C (13.69, 14.34, 11.10)
C (13.10, 13.28, 10.90)
H (15.83, 15.62, 13.21)
H (15.26, 13.94, 12.95)
H (14.12, 15.16, 13.51)
H (16.45, 16.27, 10.75)
H (15.38, 15.80, 9.41)
H (16.25, 14.59, 10.33)
H (14.21, 17.52, 12.20)
H (12.78, 16.49, 12.09)
H (13.46, 17.20, 10.58)
C (10.03, 14.90, 12.48)
C (9.93, 13.40, 12.72)
C (8.46, 13.13, 13.03)
C (10.89, 12.84, 13.80)
Sb (10.43, 12.31, 10.78)
C (9.44, 10.20, 10.81)
C (7.92, 10.28, 10.47)
C (9.66, 9.71, 12.21)
C (10.25, 9.51, 9.73)
C (9.91, 13.57, 8.69)
C (8.40, 13.32, 8.53)
C (10.91, 12.90, 7.75)
C (10.26, 14.98, 9.00)
H (9.88, 15.49, 13.39)
H (9.27, 15.20, 11.74)
H (11.01, 15.21, 12.04)
H (8.07, 13.69, 13.89)
H (8.32, 12.07, 13.23)
H (7.80, 13.43, 12.23)
H (10.78, 13.54, 14.68)
H (11.96, 12.83, 13.56)
H (10.59, 11.79, 14.11)
H (7.31, 11.06, 10.89)
H (7.48, 9.35, 10.87)
H (7.84, 10.24, 9.40)
H (9.10, 10.25, 12.96)
H (10.68, 9.75, 12.69)
H (9.36, 8.66, 12.33)
H (10.25, 10.11, 8.81)
H (9.68, 8.58, 9.50)
H (11.26, 9.27, 10.02)
H (8.29, 12.24, 8.62)
H (8.05, 13.66, 7.57)
H (7.78, 13.82, 9.29)
H (10.55, 11.91, 7.53)
H (11.93, 12.87, 8.15)
H (10.98, 13.47, 6.81)
H (9.42, 15.53, 9.49)
H (10.56, 15.59, 8.11)
H (11.19, 15.01, 9.57)

As for the energy relative to the best compared isomer or geometry (same formula, charge and spin): 163.59 kJ/mol. Its lowest unoccupied orbital energy (spin up / spin down) is 0.52 / -1.97 eV. As for the HOMO energy (spin up / spin down): -5.5 / -7.7 eV. The multiplicity is 3. The value obtained for the calculated total energy is -61332.2778 eV. For the HOMO-LUMO gap (spin up / spin down), the calculation gives 6.00 / 5.70 eV.

Charge distribution, Mulliken scheme, values in e:
1. Pd -0.977
2. C -1.317
3. C 0.990
4. C -0.813
5. C -0.289
6. C 0.039
7. C -0.444
8. C -0.855
9. S 1.075
10. O -0.680
11. O -0.606
12. N -0.487
13. C 0.818
14. C -0.597
15. C -0.558
16. C -0.947
17. C 0.174
18. N -0.055
19. H 0.368
20. H 0.333
21. H 0.269
22. H 0.317
23. H 0.374
24. H 0.496
25. H 0.344
26. H 0.576
27. H 0.396
28. H 0.323
29. H 0.106
30. N -0.647
31. H 0.213
32. H 0.218
33. H 0.214
34. C -1.503
35. C 1.991
36. C -1.400
37. C -1.493
38. C 0.092
39. C -0.268
40. H 0.423
41. H 0.222
42. H 0.446
43. H 0.423
44. H 0.337
45. H 0.231
46. H 0.376
47. H 0.204
48. H 0.332
49. C -1.275
50. C 1.435
51. C -1.479
52. C -1.392
53. Sb 1.470
54. C 1.767
55. C -1.767
56. C -1.731
57. C -1.383
58. C 0.981
59. C -1.342
60. C -1.000
61. C -1.085
62. H 0.592
63. H 0.240
64. H -0.019
65. H 0.431
66. H 0.308
67. H 0.328
68. H 0.473
69. H 0.127
70. H 0.219
71. H 0.210
72. H 0.499
73. H 0.497
74. H 0.305
75. H 0.125
76. H 0.593
77. H 0.086
78. H 0.527
79. H 0.069
80. H 0.201
81. H 0.487
82. H 0.266
83. H 0.087
84. H 0.107
85. H 0.516
86. H 0.261
87. H 0.449
88. H 0.033

No. 6
Below is a molecular structure, C8H28BClCrO8S2 at a distorted geometry, with properties calculated with ωB97M-V with the def2-TZVPD basis set.

CARTESIAN COORDINATES (ANGSTROEM)
Cr (-0.87, -0.32, -0.90)
Cl (-0.72, -1.74, 1.13)
B (-0.52, 1.29, -2.66)
H (-0.26, 0.21, -3.01)
H (-1.45, 1.27, -1.97)
H (0.39, 1.65, -2.02)
H (-0.74, 1.99, -3.55)
O (0.81, 2.73, 1.36)
S (-0.58, 2.37, 1.36)
O (-1.01, 1.32, 0.47)
O (-0.95, 2.01, 2.86)
C (-2.09, 1.13, 3.12)
C (-1.70, 0.26, 4.27)
C (-1.62, 3.84, 1.10)
H (-2.40, 0.54, 2.25)
H (-2.90, 1.83, 3.35)
H (-2.47, -0.41, 4.66)
H (-1.26, 0.83, 5.08)
H (-0.92, -0.43, 3.93)
H (-2.64, 3.45, 1.18)
H (-1.36, 4.25, 0.13)
H (-1.37, 4.51, 1.91)
O (3.46, -0.67, -2.32)
S (2.90, -0.30, -1.06)
O (1.48, -0.21, -0.84)
O (3.47, -1.31, 0.09)
C (3.10, -2.69, -0.13)
C (3.92, -3.59, 0.79)
C (3.69, 1.20, -0.46)
H (3.35, -3.00, -1.14)
H (2.03, -2.78, 0.09)
H (4.98, -3.39, 0.68)
H (3.68, -4.60, 0.48)
H (3.68, -3.44, 1.85)
H (3.37, 1.91, -1.22)
H (4.78, 1.12, -0.46)
H (3.28, 1.47, 0.51)
C (-4.00, 0.75, -0.47)
O (-3.18, -0.40, -0.73)
H (-3.47, 1.59, -0.92)
H (-4.91, 0.66, -1.07)
H (-4.16, 0.94, 0.59)
H (-3.74, -1.18, -0.75)
C (0.14, -2.38, -3.12)
O (-0.86, -2.09, -2.13)
H (-0.32, -2.40, -4.11)
H (0.90, -1.62, -3.13)
H (0.51, -3.40, -2.97)
H (-1.50, -2.80, -2.08)

As for the energy relative to the best compared isomer or geometry (same formula, charge and spin): 65.47 kJ/mol. Its lowest unoccupied orbital energy (spin up / spin down) is 0.14 / 0.14 eV. As for the HOMO energy (spin up / spin down): -7.8 / -9.1 eV. The multiplicity is 5. The value obtained for the calculated total energy is -88419.4900 eV. For the HOMO-LUMO gap (spin up / spin down), the calculation gives 7.98 / 9.20 eV.

Charge distribution, natural (NBO) scheme, values in e:
1. Cr 1.175
2. Cl -0.698
3. B -0.745
4. H -0.025
5. H -0.042
6. H -0.008
7. H 0.027
8. O -0.905
9. S 2.408
10. O -0.950
11. O -0.710
12. C -0.079
13. C -0.642
14. C -0.847
15. H 0.220
16. H 0.170
17. H 0.227
18. H 0.215
19. H 0.246
20. H 0.237
21. H 0.264
22. H 0.252
23. O -0.917
24. S 2.376
25. O -0.941
26. O -0.708
27. C -0.097
28. C -0.614
29. C -0.860
30. H 0.186
31. H 0.211
32. H 0.212
33. H 0.215
34. H 0.216
35. H 0.257
36. H 0.252
37. H 0.267
38. C -0.246
39. O -0.741
40. H 0.203
41. H 0.183
42. H 0.170
43. H 0.487
44. C -0.245
45. O -0.733
46. H 0.179
47. H 0.226
48. H 0.176
49. H 0.495

No. 7
Below is C6H8O2 in the gas phase at a distorted geometry, with properties calculated with ωB97M-V with the def2-TZVPD basis set.

CARTESIAN COORDINATES (ANGSTROEM)
C (1.23, 0.21, 0.47)
C (-0.11, -0.27, -0.14)
C (-0.49, 0.90, -1.13)
C (-1.57, 1.63, -0.18)
O (-2.06, 2.69, -0.51)
C (-2.03, 0.77, 1.11)
O (-2.75, 1.17, 1.97)
C (-1.41, -0.58, 0.63)
H (0.91, 0.97, 1.13)
H (2.01, 0.47, -0.26)
H (1.57, -0.65, 1.07)
H (0.12, -1.04, -0.77)
H (0.43, 1.63, -1.30)
H (-0.87, 0.56, -1.99)
H (-2.26, -0.76, 0.03)
H (-1.37, -1.25, 1.40)

As for the energy relative to the best compared isomer or geometry (same formula, charge and spin): 219.88 kJ/mol. As for the SMILES: CC1CC(=O)C(=O)C1. Its lowest unoccupied orbital energy is -0.11 eV. As for the HOMO energy: -8.9 eV. The multiplicity is 1. The value obtained for the calculated total energy is -10444.4475 eV. For the HOMO-LUMO gap, the calculation gives 8.82 eV.

Charge distribution, natural (NBO) scheme, values in e:
1. C -0.603
2. C -0.211
3. C -0.476
4. C 0.465
5. O -0.479
6. C 0.522
7. O -0.470
8. C -0.505
9. H 0.204
10. H 0.226
11. H 0.208
12. H 0.200
13. H 0.229
14. H 0.216
15. H 0.243
16. H 0.231

No. 8
Below is C5H12S2 in the gas phase at a distorted geometry, with properties calculated with ωB97M-V with the def2-TZVPD basis set.

CARTESIAN COORDINATES (ANGSTROEM)
C (0.57, 0.33, -2.70)
C (-0.37, 1.37, -2.07)
C (-1.14, 0.85, -0.82)
S (0.08, 1.16, 0.54)
S (-0.77, 0.81, 2.37)
C (-0.22, -0.90, 2.81)
C (1.01, -1.54, 2.20)
H (1.01, 0.70, -3.62)
H (1.38, 0.01, -2.04)
H (-0.14, -0.49, -2.90)
H (0.25, 2.25, -1.81)
H (-1.06, 1.71, -2.84)
H (-1.34, -0.19, -1.04)
H (-1.94, 1.52, -0.58)
H (-0.99, -1.66, 2.57)
H (-0.36, -0.95, 3.89)
H (0.72, -2.32, 1.48)
H (1.56, -0.76, 1.65)
H (1.75, -1.90, 2.92)

As for the energy relative to the best compared isomer or geometry (same formula, charge and spin): 59.30 kJ/mol. As for the SMILES: CCCSSCC. Its lowest unoccupied orbital energy is 0.88 eV. As for the HOMO energy: -8.8 eV. The multiplicity is 1. The value obtained for the calculated total energy is -27049.6059 eV. For the HOMO-LUMO gap, the calculation gives 9.65 eV.

Charge distribution, natural (NBO) scheme, values in e:
1. C -0.609
2. C -0.409
3. C -0.516
4. S 0.051
5. S 0.098
6. C -0.549
7. C -0.634
8. H 0.214
9. H 0.213
10. H 0.196
11. H 0.205
12. H 0.210
13. H 0.214
14. H 0.226
15. H 0.205
16. H 0.225
17. H 0.212
18. H 0.228
19. H 0.220

Which formula does entry 8 have? C5H12S2